(1)
The following is a DFT calculation (ωB97M-V with the def2-TZVPD basis set) of a molecular structure, C45H52N6Pd.

Multiplicity: 5
Total energy: -2201.8787 Ha
Gap between HOMO and LUMO (alpha / beta): 5.922 / 5.310 eV
LUMO energy (alpha / beta): -6.601 / -8.322 eV
Strongest force on any atom: 0.247 eV/A
Highest occupied orbital energy (alpha / beta): -12.5 / -13.6 eV
Charge: +2

Structure (XYZ):
```
104
Properties=species:S:1:pos:R:3:forces:R:3:mulliken_charge:R:1
Pd -0.008 -0.318 -0.215 0.0 0.0 0.1 -0.50
C -2.294 5.663 -1.483 0.0 -0.1 0.0 -1.18
C -2.512 4.439 -2.385 0.0 0.1 0.1 -1.15
C -2.405 3.151 -1.634 0.0 0.1 0.0 0.67
C -3.393 2.395 -1.114 -0.1 -0.1 0.0 0.21
C -4.871 2.590 -1.217 0.0 -0.1 -0.1 -1.26
C -5.476 1.722 -2.330 0.0 0.0 0.1 -1.15
C -2.732 1.276 -0.423 -0.1 0.0 0.1 0.35
C -3.397 0.332 0.349 -0.1 0.1 -0.1 -0.65
C -2.822 -0.614 1.192 0.1 0.0 0.1 0.31
C -3.567 -1.480 2.118 -0.1 0.1 0.0 0.45
C -5.055 -1.498 2.258 0.0 0.1 0.0 -1.22
C -5.566 -0.401 3.204 0.0 0.0 -0.1 -1.02
C -2.639 -2.161 2.826 0.1 0.0 0.0 0.42
C -1.333 -1.724 2.315 0.1 -0.1 0.1 0.40
C -0.105 -2.174 2.786 -0.1 -0.1 0.0 -0.95
C 1.162 -1.775 2.367 0.0 0.0 0.1 0.37
N 1.402 -0.882 1.375 0.1 0.0 0.0 0.00
C 2.750 -0.770 1.281 -0.1 0.0 0.1 0.27
C 3.408 0.116 0.433 0.1 0.1 -0.1 -0.72
C 2.828 1.084 -0.377 0.2 -0.1 0.1 0.44
N 1.491 1.251 -0.549 0.0 0.0 -0.2 0.12
C 1.344 2.391 -1.263 0.0 0.0 0.1 0.49
C 0.119 2.972 -1.582 -0.1 0.0 0.0 -0.90
C -1.146 2.489 -1.269 0.1 0.1 0.1 0.39
N -1.383 1.358 -0.561 0.0 -0.1 -0.2 -0.06
C 2.651 2.963 -1.611 0.0 0.1 0.0 0.64
C 3.578 2.145 -1.069 0.0 -0.1 0.1 0.21
C 5.068 2.226 -1.143 0.0 -0.1 -0.1 -1.23
C 5.639 1.276 -2.205 0.0 0.1 0.0 -1.10
C 2.849 4.186 -2.449 -0.1 -0.1 -0.1 -1.04
C 2.580 3.915 -3.936 0.0 0.0 0.0 -1.02
C 3.412 -1.653 2.250 0.1 0.0 0.0 0.49
C 2.423 -2.268 2.938 -0.1 0.0 0.0 0.46
C 2.525 -3.208 4.095 -0.1 0.1 0.1 -1.14
C 2.241 -2.512 5.435 0.0 0.0 -0.1 -0.95
C 4.889 -1.750 2.451 0.0 0.1 0.0 -1.25
C 5.419 -0.671 3.406 0.0 0.0 0.0 -1.02
N -1.489 -0.803 1.329 -0.1 0.0 -0.1 0.04
C -2.836 -3.118 3.956 0.1 0.1 0.1 -1.13
C -2.603 -2.459 5.324 0.0 0.0 -0.1 -0.94
H -2.358 6.580 -2.066 0.0 0.0 0.0 0.40
H -1.317 5.635 -0.998 0.0 0.0 0.0 0.30
H -3.053 5.701 -0.701 0.0 0.0 0.0 0.34
H -1.787 4.449 -3.204 0.0 0.0 0.0 0.40
H -3.497 4.499 -2.847 0.0 0.0 0.0 0.50
H -5.085 3.640 -1.413 0.0 0.0 0.0 0.46
H -5.349 2.355 -0.263 0.0 0.0 0.0 0.45
H -5.061 2.002 -3.299 0.0 0.0 0.0 0.34
H -6.557 1.850 -2.373 0.0 0.0 0.0 0.40
H -5.263 0.664 -2.167 0.0 0.0 0.0 0.31
H -4.477 0.396 0.360 0.0 0.0 0.0 0.44
H -5.369 -2.473 2.631 0.0 0.0 0.0 0.45
H -5.519 -1.380 1.276 0.0 0.0 0.0 0.44
H -5.164 -0.538 4.207 0.0 0.0 0.0 0.25
H -6.653 -0.429 3.265 0.0 0.0 0.0 0.39
H -5.269 0.592 2.859 0.0 0.0 0.0 0.28
H -0.138 -2.900 3.590 0.0 0.0 0.0 0.49
H 4.490 0.108 0.472 0.0 0.0 0.0 0.40
H 0.158 3.909 -2.123 0.0 0.0 0.0 0.55
H 5.501 1.993 -0.167 0.0 0.0 0.0 0.43
H 5.366 3.249 -1.372 0.0 0.0 0.0 0.40
H 5.361 0.239 -2.003 0.0 0.0 0.0 0.31
H 6.726 1.339 -2.227 0.0 0.0 0.0 0.40
H 5.263 1.536 -3.195 0.0 0.0 0.0 0.29
H 3.871 4.541 -2.328 0.0 0.0 0.0 0.37
H 2.198 4.990 -2.095 0.0 0.0 0.0 0.38
H 3.212 3.104 -4.301 0.0 0.0 0.0 0.27
H 2.791 4.804 -4.529 0.0 0.0 0.0 0.43
H 1.538 3.635 -4.112 0.0 0.0 0.0 0.22
H 3.525 -3.641 4.116 0.0 0.0 0.0 0.33
H 1.829 -4.039 3.960 0.0 0.0 0.0 0.41
H 2.964 -1.717 5.618 0.0 0.0 0.0 0.26
H 2.305 -3.225 6.256 0.0 0.0 0.0 0.41
H 1.246 -2.064 5.450 0.0 0.0 0.0 0.19
H 5.399 -1.670 1.488 0.0 0.0 0.0 0.44
H 5.133 -2.736 2.845 0.0 0.0 0.0 0.44
H 5.180 0.332 3.047 0.0 0.0 0.0 0.29
H 6.501 -0.749 3.504 0.0 0.0 0.0 0.39
H 4.979 -0.784 4.397 0.0 0.0 0.0 0.25
H -2.161 -3.970 3.843 0.0 0.0 0.0 0.41
H -3.849 -3.519 3.913 0.0 0.0 0.0 0.35
H -1.598 -2.038 5.397 0.0 0.0 0.0 0.19
H -2.726 -3.187 6.124 0.0 0.0 0.0 0.40
H -3.314 -1.649 5.489 0.0 0.0 0.0 0.25
N -0.050 -2.651 -0.474 0.0 -0.1 -0.1 -0.03
C -0.029 -3.098 -1.849 0.0 0.0 0.1 -0.38
C -0.031 -4.421 -2.184 0.0 0.0 0.0 -0.47
C -0.014 -4.822 -3.535 0.0 0.0 0.0 -0.97
C 0.002 -3.885 -4.525 0.0 0.0 0.0 -0.93
C 0.005 -2.507 -4.206 0.0 0.0 0.0 0.77
C 0.026 -1.499 -5.195 0.0 0.0 0.0 -0.65
C 0.034 -0.192 -4.813 0.0 0.0 0.0 -1.36
C 0.021 0.114 -3.441 0.0 0.0 0.0 0.04
N 0.000 -0.787 -2.488 0.0 0.1 -0.1 0.84
C -0.009 -2.106 -2.852 0.0 0.0 0.0 0.39
H -0.884 -2.995 -0.009 0.0 0.0 0.0 0.35
H 0.742 -3.037 0.031 0.0 0.0 0.0 0.34
H -0.045 -5.175 -1.405 0.0 0.0 0.0 0.53
H -0.015 -5.876 -3.778 0.0 0.0 0.0 0.41
H 0.013 -4.182 -5.566 0.0 0.0 0.0 0.45
H 0.036 -1.780 -6.242 0.0 0.0 0.0 0.46
H 0.051 0.613 -5.534 0.0 0.0 0.0 0.53
H 0.032 1.152 -3.137 0.0 -0.1 0.0 0.42
```
Forces are in eV/Å.

---

(2)
The following is a DFT calculation (ωB97M-V with the def2-TZVPD basis set) of a molecular structure, C45H53As2BF4N7O5PTm in a non-equilibrium geometry.

ΔE to the lowest compared entry with this formula, charge and spin: 3.6185 eV
Multiplicity: 3
Total energy: -8828.5522 Ha
Gap between HOMO and LUMO (alpha / beta): 6.055 / 6.087 eV
LUMO energy (alpha / beta): -3.185 / -3.153 eV
Strongest force on any atom: 4.202 eV/A
Highest occupied orbital energy (alpha / beta): -9.2 / -9.2 eV
Charge: +1

Structure (XYZ):
```
119
Properties=species:S:1:pos:R:3:forces:R:3:mulliken_charge:R:1
Tm 3.194 -1.167 -0.784 -1.7 2.6 -2.9 1.15
O -0.135 2.509 2.356 1.1 -1.4 -0.3 -0.40
C 0.075 1.367 3.076 -2.4 2.3 1.6 0.46
O -0.638 1.141 4.059 1.8 -0.1 -2.1 -0.66
C 1.147 0.474 2.640 1.0 -1.4 -0.9 0.40
C 1.476 -0.755 3.224 1.0 0.4 -1.6 -0.59
N 2.320 -1.389 2.335 -0.6 -0.1 2.1 -0.08
N 2.622 -0.621 1.275 -1.0 0.1 1.8 0.20
C 1.895 0.489 1.433 -0.4 0.2 0.9 0.03
C 2.046 1.491 0.353 0.7 3.1 -1.6 1.03
O 1.831 2.733 0.493 -0.1 -3.2 0.2 -0.88
O 2.564 1.004 -0.744 -0.1 -0.5 1.7 -0.13
H 0.504 2.635 1.563 -0.6 -0.1 1.3 0.31
H 1.278 -1.111 4.225 -0.3 -0.3 -0.3 0.59
H 2.629 -2.367 2.428 0.1 1.0 -0.3 0.11
C -5.426 -1.269 0.507 1.2 1.2 1.6 -1.28
C -5.428 0.026 -0.266 0.2 0.5 -1.0 -1.20
As -5.449 1.673 0.948 -0.1 -0.5 -1.0 0.39
C -7.032 2.595 0.205 -0.9 -1.7 0.3 0.12
C -8.178 1.794 -0.195 2.0 1.7 0.8 -0.42
C -9.301 2.423 -0.682 -0.6 0.4 0.7 -0.58
C -9.420 3.826 -0.467 0.1 -1.5 -0.9 -0.42
C -8.332 4.530 -0.004 -0.5 2.4 0.2 -0.38
C -7.104 3.970 0.312 -0.9 -1.6 -0.7 -0.55
C -4.079 2.721 -0.009 0.5 0.2 0.3 0.04
C -3.044 3.259 0.756 0.2 -1.1 0.8 -0.30
C -2.122 4.163 0.210 -1.1 -0.7 0.8 -0.67
C -2.333 4.606 -1.068 0.7 0.5 -1.3 -0.60
C -3.229 3.954 -1.918 -0.3 0.4 0.5 -0.70
C -4.073 3.020 -1.365 -2.1 -0.8 -0.9 0.24
As -3.586 -1.424 1.383 -1.0 0.1 -0.4 0.61
C -3.345 -3.273 0.866 0.8 -1.0 0.5 0.23
C -3.308 -4.364 1.727 -1.0 -1.4 0.0 -0.38
C -3.329 -5.704 1.235 0.5 1.0 0.4 -0.58
C -3.074 -5.915 -0.100 0.1 -0.3 -1.8 -0.42
C -2.959 -4.816 -0.988 0.1 0.1 0.8 -0.62
C -3.096 -3.525 -0.482 -0.1 0.3 -0.9 -0.58
C -4.398 -1.449 3.133 2.3 1.0 1.4 0.13
C -3.713 -0.591 4.055 -0.8 -1.5 -0.7 -0.79
C -4.275 -0.345 5.281 1.9 1.3 1.1 -0.37
C -5.445 -0.943 5.672 -0.9 -0.4 0.7 -0.44
C -6.013 -1.913 4.878 0.5 -0.5 -0.3 -0.65
C -5.469 -2.145 3.603 -2.1 -1.1 -0.2 0.41
H -5.591 -2.182 -0.011 -0.3 -0.5 -0.7 0.77
H -6.072 -1.171 1.383 -0.2 -0.4 -0.4 0.46
H -6.258 0.019 -1.017 0.8 0.4 0.5 0.62
H -4.430 0.144 -0.749 -0.9 0.0 -0.2 0.52
H -8.130 0.757 0.082 -0.1 -0.5 -0.8 0.42
H -10.110 1.809 -1.102 0.2 0.5 0.4 0.33
H -10.369 4.305 -0.685 0.3 0.1 -0.1 0.38
H -8.474 5.630 0.093 0.2 -0.9 0.1 0.28
H -6.231 4.474 0.641 0.4 0.9 0.2 0.48
H -2.946 2.832 1.781 0.1 0.9 -0.7 0.29
H -1.330 4.527 0.830 0.3 0.4 0.2 0.54
H -1.776 5.466 -1.444 0.1 -0.4 0.0 0.37
H -3.408 4.237 -2.949 0.4 0.1 0.1 0.44
H -4.881 2.574 -2.011 0.9 0.4 0.6 0.29
H -3.394 -4.273 2.803 -0.2 0.4 0.0 0.46
H -3.528 -6.542 1.910 0.4 0.4 -0.2 0.39
H -2.934 -6.926 -0.544 -0.4 0.7 0.6 0.33
H -2.775 -4.938 -2.056 0.0 -0.2 0.4 0.40
H -3.017 -2.660 -1.168 -0.1 -0.6 0.3 0.38
H -2.697 -0.293 3.861 0.0 0.6 -0.3 0.23
H -3.651 0.253 6.002 -1.0 -0.4 -0.7 0.33
H -5.915 -0.745 6.630 0.3 0.1 0.1 0.38
H -6.756 -2.586 5.307 -0.2 0.4 -0.4 0.36
H -6.021 -2.871 2.968 0.6 0.4 0.3 0.32
F 1.867 -1.576 -2.589 0.3 -0.3 -0.1 -0.47
B 0.503 -1.846 -1.993 -0.2 0.3 -0.4 0.63
F -0.444 -1.039 -2.567 1.0 -0.7 0.8 -0.32
F 0.904 -1.428 -0.611 -0.8 -0.6 -0.5 -0.44
F 0.292 -3.200 -2.104 0.0 0.9 0.4 -0.32
C 2.430 -5.149 -1.457 1.1 -1.5 1.3 -1.10
P 3.848 -4.443 -0.443 -1.9 -0.9 -0.4 0.85
C 4.115 -5.499 0.974 -0.5 0.1 0.9 -1.30
C 5.383 -4.487 -1.382 1.2 0.1 1.2 -1.12
O 3.426 -3.009 -0.011 1.0 -2.8 0.4 -0.31
H 2.266 -4.469 -2.282 -0.5 0.1 0.0 0.28
H 1.534 -5.427 -0.809 1.0 1.0 -0.9 0.34
H 2.759 -6.137 -1.875 0.0 0.8 0.2 0.49
H 4.430 -6.471 0.599 0.4 0.0 0.0 0.46
H 3.187 -5.723 1.546 0.4 0.5 -0.4 0.35
H 4.855 -5.036 1.662 -0.3 -0.5 -0.5 0.33
H 5.854 -5.517 -1.310 -0.5 1.3 0.0 0.40
H 6.086 -3.672 -1.009 -0.7 -1.2 -0.2 0.28
H 5.224 -4.270 -2.411 -0.3 0.1 -1.0 0.40
C 6.163 3.718 -0.438 0.5 -0.7 -0.1 -0.86
C 7.209 3.129 0.595 1.2 2.7 -1.4 0.54
C 6.861 2.973 2.044 0.2 -1.0 0.7 -1.44
C 7.893 1.915 0.058 1.9 -0.3 -0.1 -0.65
N 7.009 0.925 -0.492 -0.9 -3.7 -0.5 0.62
C 5.722 0.620 -0.292 0.7 -0.3 -2.0 -0.69
N 5.424 -0.579 -0.874 2.5 1.6 2.1 0.28
N 6.655 -1.104 -1.160 0.2 0.1 -1.4 -0.41
N 7.607 -0.276 -1.030 -2.1 1.1 1.0 -0.75
H 6.745 4.399 -1.059 -0.3 0.2 -0.1 0.38
H 5.263 4.237 -0.065 0.6 -0.3 0.2 0.24
H 5.816 2.937 -1.141 0.0 0.6 0.4 0.06
H 8.110 3.870 0.532 -1.6 -1.0 0.6 0.34
H 6.741 3.941 2.519 -0.5 -0.1 0.2 0.43
H 7.703 2.463 2.543 -0.1 0.5 0.0 0.41
H 6.043 2.259 2.250 -0.2 0.7 -0.2 0.22
H 8.344 1.420 0.931 0.3 0.1 -0.4 0.31
H 8.740 2.129 -0.686 -1.6 -0.4 0.8 0.37
H 4.984 1.251 0.141 -0.3 0.6 0.1 0.71
N 3.526 3.024 -2.505 -0.2 1.5 1.1 -0.17
C 3.505 2.195 -3.624 0.3 1.7 0.0 0.57
C 2.584 1.165 -3.690 0.0 -1.1 -0.8 -0.33
C 2.478 0.449 -4.876 1.0 0.6 -1.4 -0.56
C 3.193 0.879 -6.026 -0.6 -0.8 0.7 -0.78
C 4.217 1.815 -5.878 -0.6 -0.4 -1.7 -0.38
C 4.371 2.496 -4.693 -0.2 -0.7 0.0 -0.76
H 2.898 2.670 -1.758 0.6 1.0 -0.8 -0.09
H 3.552 4.087 -2.644 -0.2 -2.6 0.2 0.24
H 1.875 0.932 -2.909 0.2 0.3 0.1 0.62
H 1.898 -0.455 -4.937 -0.6 0.1 0.0 0.39
H 2.893 0.520 -7.025 0.6 -0.2 0.7 0.36
H 4.796 1.965 -6.816 -0.2 0.5 1.1 0.34
H 5.109 3.274 -4.635 0.2 0.2 0.4 0.41
```
Forces are in eV/Å.

---

> What is the multiplicity in the first record?

5